<1>
Here is H31O15 as an isolated structure from the OMol25 dataset. Energies are from ωB97M-V/def2-TZVPD.

```
46
Properties=species:S:1:pos:R:3
O 1.517 3.561 -1.622
H 2.471 -1.730 0.407
H 2.462 4.026 -1.687
O 2.471 -1.264 3.052
H 3.110 -0.681 3.142
H 2.646 -1.966 3.689
O 1.485 -1.494 -0.072
H 2.879 2.502 -0.319
H 0.808 -1.076 0.517
O 1.820 0.813 -1.871
H 1.346 0.201 -1.335
H 2.748 0.373 -1.994
O -1.718 2.765 2.488
H -1.178 2.750 1.795
H -1.365 3.085 3.384
O 2.468 2.359 0.570
H -0.639 -0.927 2.461
H -3.335 1.515 -0.111
O -0.648 -1.093 1.590
H -0.689 -2.056 1.473
H -2.819 1.185 1.238
O 0.398 -4.092 -0.046
H 1.385 -4.231 -0.357
H 0.340 -4.037 0.858
O -3.017 0.721 0.308
H 1.858 3.137 0.570
H -3.853 -0.694 0.743
O 4.174 -0.472 -1.802
H -0.618 1.949 -4.146
O -1.045 -0.366 -2.361
H -0.689 -0.388 -1.479
H -1.409 0.525 -2.394
O -3.285 -1.995 -1.799
H -3.997 -1.956 -2.409
H -2.396 -1.658 -2.370
O -3.207 -1.601 0.675
H -2.183 -1.149 0.613
H -3.410 -1.768 -0.530
O -0.308 2.166 -3.293
H 1.592 2.675 -1.399
H 0.705 2.064 -3.452
O -1.275 -0.081 3.812
H -1.753 0.652 4.173
H -0.899 -0.610 4.481
H 3.758 -1.251 -1.462
H 4.467 0.131 -1.129
```

- net charge = +1
- frontier orbital gap (Ha) = 0.37171
- E_LUMO (eV) = -2.839
- E_HOMO (eV) = -13.0

---

<2>
Here is a 15-piece molecular cluster, H31O15 overall from the OMol25 dataset. Energies are from ωB97M-V/def2-TZVPD.

```
46
Properties=species:S:1:pos:R:3
O 1.832 1.470 -1.477
H 3.727 -0.674 -2.788
H 1.328 1.026 -0.784
O -2.587 2.796 2.256
H -3.300 -0.539 1.299
H -3.430 2.520 1.877
O -0.181 3.309 -0.619
H -1.046 -4.615 -0.375
H 0.916 0.557 1.397
O 0.182 0.881 4.301
H -1.105 -0.077 2.965
H 1.040 1.154 4.635
O 1.021 -0.293 -3.687
H 1.749 0.258 -3.984
H 0.373 -0.037 -4.355
O 3.818 -0.412 -1.868
H -0.343 4.233 -0.416
H -0.939 2.786 -0.356
O -0.312 -4.097 -0.032
H 3.199 0.353 -1.916
H -2.767 0.993 -2.925
O 2.793 -1.893 -0.153
H -1.975 2.165 1.861
H -1.268 0.617 -3.102
O -2.025 -0.195 2.731
H 1.699 -2.132 -0.958
H 0.295 -2.873 -0.891
O 1.553 2.335 2.554
H 2.904 -0.955 0.034
O -3.313 -0.288 0.362
H -4.243 -0.146 0.177
H 1.773 2.513 1.636
O -1.977 0.711 -2.466
H -2.584 0.572 2.865
H 3.626 -2.056 -0.617
O 0.881 -2.433 -1.603
H 0.386 -4.766 0.001
H 0.351 -1.684 -1.921
O 0.547 -0.125 0.811
H 2.247 2.215 -1.032
H -2.562 -2.129 -1.671
O -1.958 -1.923 -0.955
H -1.897 -0.970 -0.894
H -0.183 0.269 4.949
H 0.720 2.779 2.739
H -0.410 0.006 0.851
```

- net charge = +1
- frontier orbital gap (Ha) = 0.39596
- E_LUMO (eV) = -2.615
- E_HOMO (eV) = -13.4

---

<2> comes first in stability; the runner-up is 409.3 kJ/mol higher.

---

<1>
Here is H12NaO6 as an isolated structure from the OMol25 dataset. Energies are from ωB97M-V/def2-TZVPD.

```
19
Properties=species:S:1:pos:R:3
Na 0.030 0.555 0.081
O 2.717 1.026 2.673
H 3.244 0.228 2.627
H 3.051 1.490 3.441
O 2.345 3.225 -1.831
H 2.930 3.973 -1.954
H 2.607 2.601 -2.508
O -1.525 -1.197 -3.397
H -1.510 -2.140 -3.235
H -1.307 -1.109 -4.325
O 1.744 -2.609 -0.660
H 1.864 -3.286 -1.326
H 2.534 -2.659 -0.122
O -1.854 -1.162 3.097
H -2.101 -0.438 3.673
H -2.543 -1.814 3.222
O -3.756 1.259 0.018
H -4.276 1.616 0.738
H -4.195 0.440 -0.212
```

- net charge = +1
- frontier orbital gap (Ha) = 0.38679
- E_LUMO (eV) = -3.933
- E_HOMO (eV) = -14.5

---

<2>
Here is H12NaO6 as an isolated structure from the OMol25 dataset. Energies are from ωB97M-V/def2-TZVPD.

```
19
Properties=species:S:1:pos:R:3
Na -0.073 -0.334 0.081
O 1.919 1.170 -0.089
H 2.700 0.752 0.288
H 1.743 1.911 0.501
O -1.232 2.297 -0.323
H -1.196 2.593 0.597
H -0.819 3.010 -0.822
O -0.211 0.709 2.427
H -0.796 1.442 2.657
H 0.217 0.491 3.263
O -1.997 -1.785 -0.537
H -1.813 -2.724 -0.642
H -2.954 -1.711 -0.603
O -0.321 -0.228 -2.580
H -1.215 -0.374 -2.905
H 0.213 -0.907 -3.004
O 1.579 -2.011 0.675
H 1.858 -2.752 0.127
H 2.397 -1.550 0.888
```

- net charge = +1
- frontier orbital gap (Ha) = 0.42681
- E_LUMO (eV) = -3.245
- E_HOMO (eV) = -14.9

---

<2> comes first in stability; the runner-up is 177.9 kJ/mol higher.

---

<1>
Here is a 2-piece molecular cluster, C3H10N3S overall from the OMol25 dataset. Energies are from ωB97M-V/def2-TZVPD.

```
17
Properties=species:S:1:pos:R:3
C -1.343 -0.804 0.440
C 1.057 1.053 -1.607
C 2.325 0.349 -2.176
N 0.218 0.475 -0.834
N -0.739 0.663 2.037
N -2.064 -1.701 1.114
S 0.182 -1.101 -0.346
H -1.558 0.544 2.665
H -1.799 0.106 0.242
H 1.023 2.160 -1.734
H 2.152 -0.688 -1.861
H 3.199 0.775 -1.722
H 2.414 0.318 -3.236
H 0.015 0.354 2.590
H -0.482 1.639 1.742
H -3.003 -1.561 1.420
H -1.599 -2.581 1.266
```

- net charge = +1
- frontier orbital gap (Ha) = 0.36091
- E_LUMO (eV) = -3.606
- E_HOMO (eV) = -13.4

---

<2>
Here is an isolated ion of composition C3H10N3S and charge +1 from the OMol25 dataset. Energies are from ωB97M-V/def2-TZVPD.

```
17
Properties=species:S:1:pos:R:3
C -1.037 0.795 -0.031
C 0.546 -0.708 0.926
C 2.209 0.974 -0.571
N -0.231 0.370 1.118
N -1.895 -0.307 -0.386
N -1.117 -1.479 -0.495
S 1.939 -0.748 -0.053
H -1.629 1.671 0.221
H -0.393 1.015 -0.884
H 0.516 -1.525 1.636
H 3.281 1.051 -0.735
H 1.915 1.649 0.230
H 1.695 1.197 -1.499
H -0.772 0.342 1.977
H -2.652 -0.438 0.281
H -0.713 -1.544 -1.429
H -1.661 -2.315 -0.305
```

- net charge = +1
- frontier orbital gap (Ha) = 0.33291
- E_LUMO (eV) = -4.041
- E_HOMO (eV) = -13.1

---

<1> comes first in stability; the runner-up is 8.4 kJ/mol higher.